# 1
DFT (ωB97M-V/def2-TZVPD) results for a single C3H7NO2 molecule.

- energy relative to the best compared isomer or geometry (same formula, charge and spin) (kJ/mol) = 199.9
- E_tot (a.u.) = -323.70482
- structure (SMILES) = CNC(=O)CO
- Kohn-Sham gap (eV) = 10.2
- HOMO (eV) = -9.59
- F_max (eV/A) = 5.11
- net charge = 0

CARTESIAN COORDINATES (ANGSTROEM)
C -0.21 -1.67 -1.20
N 0.16 -0.46 -0.51
C -0.57 0.08 0.50
O -1.60 -0.36 0.97
C 0.05 1.61 0.96
O 1.42 1.80 0.64
H 0.59 -2.41 -1.13
H -1.11 -2.07 -0.73
H -0.42 -1.48 -2.26
H 0.98 0.07 -0.79
H -0.20 1.72 2.02
H -0.54 2.29 0.36
H 1.45 0.89 1.18


# 2
DFT (ωB97M-V/def2-TZVPD) results for 2 unconnected molecules or ions with the total composition C3H7NO2.

- energy relative to the best compared isomer or geometry (same formula, charge and spin) (kJ/mol) = 95.8
- E_tot (a.u.) = -323.74446
- structure (SMILES) = CC=O.NC=O
- Kohn-Sham gap (eV) = 10.6
- HOMO (eV) = -9.63
- F_max (eV/A) = 0.50
- net charge = 0

CARTESIAN COORDINATES (ANGSTROEM)
C 0.80 1.76 0.85
C 1.47 0.51 0.38
O 1.44 -0.55 0.97
H 0.14 1.53 1.69
H 0.23 2.20 0.03
H 1.55 2.49 1.17
H 2.06 0.60 -0.56
N -1.98 -1.73 -1.27
C -0.98 -0.93 -0.82
O -0.70 0.15 -1.31
H -2.12 -2.65 -0.87
H -2.51 -1.46 -2.08
H -0.44 -1.35 0.04


# 3
DFT (ωB97M-V/def2-TZVPD) results for a single C3H7NO2 molecule.

- energy relative to the best compared isomer or geometry (same formula, charge and spin) (kJ/mol) = 279.6
- E_tot (a.u.) = -323.67449
- structure (SMILES) = CNCC(=O)O
- Kohn-Sham gap (eV) = 9.3
- HOMO (eV) = -8.54
- F_max (eV/A) = 3.70
- net charge = 0

CARTESIAN COORDINATES (ANGSTROEM)
C 1.09 -1.57 0.76
N 0.90 -0.32 -0.01
C -0.55 0.06 0.09
C -0.69 1.43 -0.54
O 0.13 2.29 -0.49
O -1.92 1.48 -1.30
H 2.12 -1.99 0.72
H 1.06 -1.24 1.88
H 0.26 -2.36 0.65
H 1.15 0.43 -0.68
H -1.09 -0.77 -0.37
H -0.86 0.38 1.12
H -1.60 2.19 -1.85


# 4
DFT (ωB97M-V/def2-TZVPD) results for a single C3H7NO2 molecule.

- energy relative to the best compared isomer or geometry (same formula, charge and spin) (kJ/mol) = 583.8
- E_tot (a.u.) = -323.55859
- Kohn-Sham gap (alpha / beta) (eV) = 8.9 / 8.8
- HOMO (alpha / beta) (eV) = -9.85 / -9.94
- F_max (eV/A) = 2.41
- net charge = 0

CARTESIAN COORDINATES (ANGSTROEM)
C 1.10 0.87 0.36
C -0.60 -1.04 0.36
C 0.12 0.01 -0.57
O -1.57 -0.44 1.16
O 2.12 0.03 0.03
N -0.48 0.50 -1.63
H -2.32 -0.20 0.61
H 1.10 -0.72 -0.87
H -0.63 1.50 -1.54
H 1.19 1.89 -0.05
H 0.80 0.86 1.41
H 0.16 -1.46 1.02
H -1.01 -1.81 -0.29


# 5
DFT (ωB97M-V/def2-TZVPD) results for a single C3H7NO2 molecule.

- energy relative to the best compared isomer or geometry (same formula, charge and spin) (kJ/mol) = 50.7
- E_tot (a.u.) = -323.76167
- structure (SMILES) = NC(=O)CCO
- Kohn-Sham gap (eV) = 10.3
- HOMO (eV) = -9.61
- F_max (eV/A) = 0.38
- net charge = 0

CARTESIAN COORDINATES (ANGSTROEM)
N 1.65 -0.73 -0.02
C 0.44 -1.17 0.43
O 0.14 -2.34 0.48
C -0.50 -0.06 0.88
C -1.02 0.75 -0.30
O 0.05 1.49 -0.88
H 1.75 0.24 -0.28
H 2.25 -1.41 -0.46
H 0.01 0.61 1.58
H -1.34 -0.53 1.39
H -1.48 0.07 -1.03
H -1.81 1.44 0.04
H -0.14 1.64 -1.81


# 6
DFT (ωB97M-V/def2-TZVPD) results for 2 unconnected molecules or ions with the total composition C3H7NO2.

- energy relative to the best compared isomer or geometry (same formula, charge and spin) (kJ/mol) = 97.4
- E_tot (a.u.) = -323.74386
- structure (SMILES) = N=C=O.CCO
- Kohn-Sham gap (eV) = 11.3
- HOMO (eV) = -10.69
- F_max (eV/A) = 0.82
- net charge = 0

CARTESIAN COORDINATES (ANGSTROEM)
N -0.82 -1.59 -1.40
C -0.71 -0.70 -2.21
O -0.67 0.09 -3.08
H -0.47 -1.57 -0.43
C -0.43 1.13 0.71
C 0.82 0.28 0.75
O 0.44 -1.05 1.11
H -1.18 0.68 0.05
H -0.88 1.21 1.71
H -0.21 2.13 0.34
H 1.32 0.28 -0.24
H 1.53 0.68 1.48
H 1.24 -1.58 1.22


# 7
DFT (ωB97M-V/def2-TZVPD) results for a single C3H7NO2 molecule.

- energy relative to the best compared isomer or geometry (same formula, charge and spin) (kJ/mol) = 264.2
- E_tot (a.u.) = -323.68033
- Kohn-Sham gap (eV) = 9.9
- HOMO (eV) = -8.90
- F_max (eV/A) = 0.60
- net charge = 0

CARTESIAN COORDINATES (ANGSTROEM)
N -1.36 -1.56 -1.26
C -0.41 -0.64 -1.13
O -0.91 0.33 -0.35
C 0.06 1.28 0.09
C 1.23 0.59 0.77
O 0.81 -0.28 1.80
H -1.16 -2.39 -1.78
H -2.27 -1.48 -0.81
H -0.47 1.92 0.81
H 0.40 1.89 -0.75
H 1.81 0.04 0.01
H 1.89 1.34 1.23
H 0.39 -1.04 1.38


# 8
DFT (ωB97M-V/def2-TZVPD) results for a single C3H7NO2S molecule.

- energy relative to the best compared isomer or geometry (same formula, charge and spin) (kJ/mol) = 44.9
- E_tot (a.u.) = -721.94555
- structure (SMILES) = N[C@@H](CS)C(=O)O
- Kohn-Sham gap (eV) = 9.9
- HOMO (eV) = -9.28
- F_max (eV/A) = 1.42
- net charge = 0

CARTESIAN COORDINATES (ANGSTROEM)
N 1.73 -0.15 0.60
C 0.48 -0.09 -0.17
C -0.34 -1.34 0.20
S -2.00 -1.42 -0.55
C -0.31 1.20 0.13
O -0.34 1.59 1.28
O -0.82 1.84 -0.96
H 2.34 0.59 0.29
H 1.62 -0.03 1.61
H 0.79 -0.14 -1.22
H -0.50 -1.36 1.28
H 0.23 -2.25 -0.10
H -1.61 -1.08 -1.78
H -1.28 2.64 -0.61


# 9
DFT (ωB97M-V/def2-TZVPD) results for a molecular structure, C3H7NO2S.

- energy relative to the best compared isomer or geometry (same formula, charge and spin) (kJ/mol) = 312.5
- E_tot (a.u.) = -721.84362
- Kohn-Sham gap (eV) = 11.0
- HOMO (eV) = -10.24
- F_max (eV/A) = 4.55
- net charge = 0

CARTESIAN COORDINATES (ANGSTROEM)
C 0.09 -0.55 1.06
C -0.95 0.13 -0.86
C -0.23 0.75 0.33
N 1.08 1.45 0.26
O -0.47 -2.73 -0.36
O 1.31 -1.34 -1.24
S 0.06 -1.43 -0.55
H 0.75 -0.28 1.87
H -0.83 -0.94 1.46
H -2.00 0.11 -0.81
H -0.57 0.36 -1.82
H -0.84 1.39 1.16
H 1.61 0.78 -0.24
H 1.00 2.32 -0.27


> The lowest F_max belongs to which entry?

number 5